DFT (ωB97M-V with the def2-TZVPD basis set) results for a single C4H5NO molecule at a distorted geometry.

Atoms and positions in Å:
N (2.235, 1.083, -0.213)
C (1.662, 0.078, -0.206)
C (0.665, -0.996, -0.129)
C (-0.533, -0.294, 0.509)
C (-1.014, 0.930, -0.117)
O (-1.780, -0.273, -0.146)
H (1.027, -1.835, 0.474)
H (0.427, -1.370, -1.131)
H (-0.583, -0.385, 1.594)
H (-1.356, 1.750, 0.511)
H (-0.598, 1.225, -1.080)

Force components x, y, z for each atom (eV/Å):
N -0.2 -1.1 -0.1
C 0.5 0.9 0.0
C 0.0 0.0 0.0
C 0.1 0.1 0.2
C 0.1 0.3 0.0
O -0.2 -0.2 -0.1
H 0.0 0.2 -0.1
H 0.0 0.1 0.2
H 0.0 0.0 -0.1
H -0.2 -0.2 -0.1
H 0.0 -0.1 0.2

Its calculated total energy is -7764.738 eV. As for the frontier orbital gap: 11.70 eV. The value obtained for the energy above the lowest of the compared OMol25 structures with the same formula, charge and spin is 41.2 kcal/mol. As for the SMILES: N#CC[C@H]1CO1. The charge is 0. For the highest occupied orbital energy, the calculation gives -10.80 eV.

Formally, the Löwdin partial charges of the atoms, in units of the elementary charge, are as follows: N 0.154; C -0.232; C -0.105; C -0.322; C -0.116; O -0.021; H 0.120; H 0.134; H 0.150; H 0.119; H 0.120